129
Properties=species:S:1:pos:R:3:forces:R:3 method="wB97M-V/def2-TZVPD" orbital_gap_ev=8.41 molar_mass_g_mol=759.78
C -4.9262 -1.4775 0.3717 0.125 0.229 0.204
O -3.8658 -0.9236 1.1818 0.211 -0.239 -0.103
B -2.8645 -0.4583 0.3708 0.137 0.730 0.170
O -2.9535 0.7882 -0.2159 -0.660 -0.850 -0.191
C -1.5923 -1.3578 0.0418 -0.246 -0.498 -0.289
C -1.5911 -2.2240 -0.9825 0.145 0.183 0.444
C -0.3720 -2.9992 -1.3185 -0.098 0.090 -0.338
O -0.1526 -3.4278 -2.4261 -0.005 -0.236 0.114
C 0.6003 -3.1790 -0.1989 -0.154 -0.021 0.372
O 1.5013 -4.2534 -0.2875 -0.107 -0.049 0.022
C 0.9415 -5.3851 -0.5881 0.055 0.589 -0.353
N 0.4228 -6.3566 -0.9124 0.035 -0.462 0.082
C 0.6305 -2.3536 0.8365 -0.002 -0.280 -0.103
C -0.3470 -1.2316 0.8614 0.037 0.260 0.030
O -0.1400 -0.2415 1.5257 -0.055 -0.115 0.138
H -5.1357 -2.4842 0.7289 -0.048 0.017 -0.064
H -4.6403 -1.5103 -0.6817 -0.105 -0.152 0.006
H -5.8173 -0.8553 0.4330 0.017 -0.015 0.107
H -2.9161 0.6887 -1.1790 0.575 0.716 -0.071
H -2.4524 -2.3806 -1.6230 0.135 0.056 -0.150
H 1.3396 -2.4764 1.6456 0.069 0.143 -0.105
C -4.2202 4.4076 -3.4015 -0.041 -0.299 -0.318
C -3.9438 3.2665 -2.4466 0.165 0.191 0.069
O -2.9009 2.4093 -2.9239 -0.151 -0.205 0.012
H -4.4987 4.0159 -4.3838 -0.015 -0.040 0.025
H -5.0234 5.0406 -3.0322 0.054 0.058 0.031
H -3.3317 5.0268 -3.5306 -0.037 0.076 0.100
H -4.8253 2.6368 -2.3290 0.038 -0.048 0.009
H -3.6685 3.6532 -1.4616 -0.110 -0.004 0.034
H -2.1073 2.9454 -3.0152 0.040 -0.039 0.012
C -5.3643 8.8812 -2.1763 -0.022 -0.059 -0.074
C -5.0524 7.7331 -1.2356 0.207 0.160 -0.016
O -4.0038 6.9076 -1.7469 -0.062 0.047 0.075
H -5.6468 8.5028 -3.1602 -0.028 -0.001 0.011
H -6.1784 9.4945 -1.7878 0.019 0.014 0.018
H -4.4871 9.5189 -2.3080 -0.017 0.033 0.049
H -5.9224 7.0866 -1.1180 0.041 -0.059 -0.004
H -4.7710 8.1189 -0.2532 -0.113 0.005 0.033
H -3.2218 7.4601 -1.8459 0.014 -0.012 -0.020
C 4.7170 -5.6671 -0.5202 -0.112 -0.053 0.128
C 5.7362 -5.8699 0.5848 0.043 -0.094 -0.184
O 5.6886 -7.1943 1.1092 0.076 -0.084 0.153
H 3.7075 -5.8761 -0.1615 0.024 0.036 0.082
H 4.7485 -4.6469 -0.9081 0.023 -0.008 -0.015
H 4.9212 -6.3545 -1.3387 0.096 0.025 -0.027
H 5.5496 -5.2108 1.4349 0.057 -0.052 0.056
H 6.7427 -5.6586 0.2108 -0.006 0.099 0.033
H 5.8692 -7.8016 0.3833 -0.039 -0.005 -0.018
C -1.5358 -9.0336 -3.6799 -0.004 0.058 -0.028
C -0.0390 -9.2686 -3.7710 -0.015 0.092 0.147
O 0.6996 -8.0672 -3.6076 -0.001 -0.072 -0.079
H -1.8506 -8.3114 -4.4341 0.001 -0.023 -0.021
H -2.0898 -9.9621 -3.8291 0.002 -0.004 0.010
H -1.8002 -8.6276 -2.7012 -0.001 -0.042 0.017
H 0.2278 -9.6598 -4.7531 0.025 -0.005 0.005
H 0.2744 -10.0021 -3.0188 -0.020 -0.070 -0.056
H 0.5003 -7.7110 -2.7335 0.017 0.143 0.068
C 6.5626 -8.9147 4.9766 -0.014 -0.051 -0.040
C 7.8728 -8.5007 4.3321 -0.110 0.066 -0.102
O 7.8925 -8.7748 2.9386 0.022 -0.047 0.059
H 6.3830 -9.9785 4.8178 0.020 -0.006 0.025
H 6.5725 -8.7171 6.0500 -0.002 0.011 -0.001
H 5.7275 -8.3677 4.5333 0.008 0.033 0.028
H 8.7048 -9.0571 4.7636 0.020 0.011 -0.014
H 8.0565 -7.4331 4.5018 0.040 -0.016 0.081
H 7.1713 -8.2795 2.5333 -0.074 0.099 -0.130
C -2.3772 5.5268 -6.6893 0.011 0.004 0.050
C -2.9785 6.7762 -6.0732 0.171 0.029 -0.132
O -1.9844 7.5716 -5.4313 -0.100 -0.017 0.118
H -1.8699 4.9370 -5.9250 -0.042 -0.022 0.010
H -3.1444 4.9078 -7.1567 0.002 0.005 -0.009
H -1.6374 5.7884 -7.4499 -0.043 -0.001 -0.042
H -3.7038 6.5131 -5.3048 0.019 0.062 0.042
H -3.4938 7.3734 -6.8331 -0.061 -0.053 -0.003
H -1.3363 7.8280 -6.0940 0.018 0.009 0.007
C -7.4486 0.6559 -3.4903 -0.072 -0.062 0.048
C -6.3337 0.1718 -2.5849 0.035 -0.099 -0.116
O -6.5170 -1.1841 -2.1780 -0.046 0.028 -0.071
H -8.4126 0.5602 -2.9900 0.008 0.035 0.016
H -7.2987 1.7004 -3.7676 0.012 -0.002 -0.012
H -7.4885 0.0614 -4.4059 0.038 0.040 -0.027
H -6.3039 0.7561 -1.6649 0.026 -0.027 0.020
H -5.3650 0.2804 -3.0863 0.014 0.076 0.039
H -6.5354 -1.7343 -2.9674 -0.043 0.005 -0.009
C -2.4049 10.3562 2.6437 0.005 -0.103 -0.009
C -3.7088 10.8521 2.0494 -0.038 -0.102 0.172
O -4.5360 9.7771 1.6145 0.033 0.022 -0.066
H -1.8541 9.7586 1.9164 0.007 0.048 -0.031
H -1.7762 11.1909 2.9592 0.000 -0.004 0.013
H -2.6027 9.7211 3.5111 0.012 0.067 0.051
H -3.5243 11.4705 1.1717 -0.051 -0.014 -0.024
H -4.2536 11.4547 2.7842 0.047 0.090 -0.037
H -4.7246 9.2263 2.3816 -0.015 -0.006 0.002
C -1.7915 10.2737 7.1354 0.015 -0.019 -0.051
C -3.0957 10.7462 6.5209 0.008 -0.194 0.166
O -3.8950 9.6457 6.0884 0.051 0.141 -0.097
H -1.2295 9.6775 6.4158 0.011 0.032 -0.016
H -1.1751 11.1174 7.4491 -0.007 -0.001 0.015
H -1.9817 9.6454 8.0087 0.003 0.049 0.036
H -2.9014 11.3568 5.6398 -0.080 -0.028 -0.040
H -3.6626 11.3492 7.2375 0.047 0.093 -0.039
H -4.0743 9.1048 6.8635 -0.050 -0.070 -0.048
C 5.6936 -1.7528 1.6926 -0.054 0.014 -0.093
C 4.3759 -2.1324 2.3410 0.186 -0.197 -0.044
O 3.6091 -2.9972 1.4969 -0.075 0.169 0.038
H 5.5203 -1.2624 0.7337 -0.002 0.034 0.020
H 6.2643 -1.0786 2.3330 0.010 -0.017 0.011
H 6.3016 -2.6414 1.5038 0.030 0.008 0.060
H 3.7644 -1.2470 2.5133 -0.062 -0.037 -0.009
H 4.5498 -2.6146 3.3047 -0.023 0.098 0.055
H 4.1254 -3.7943 1.3443 -0.058 -0.035 -0.037
C 4.1180 -7.7270 -4.0808 0.079 -0.007 0.050
C 5.0050 -6.5033 -3.9713 0.060 -0.190 -0.185
O 6.2596 -6.8029 -3.3547 -0.055 0.092 0.083
H 3.9420 -8.1587 -3.0943 -0.058 0.029 -0.008
H 3.1528 -7.4789 -4.5210 -0.027 -0.028 0.029
H 4.5953 -8.4945 -4.6964 -0.018 0.026 -0.044
H 4.5347 -5.7469 -3.3464 0.024 0.055 -0.023
H 5.1768 -6.0629 -4.9587 -0.043 0.048 0.011
H 6.7036 -7.4621 -3.8961 0.009 -0.021 0.011
C 7.1055 -1.3613 6.6617 -0.004 -0.077 -0.062
C 5.8253 -0.8189 6.0557 -0.033 -0.085 0.144
O 4.9262 -1.8586 5.6809 0.051 0.021 -0.046
H 7.6039 -2.0305 5.9595 0.014 0.028 -0.014
H 7.7898 -0.5523 6.9205 -0.007 0.003 0.013
H 6.8921 -1.9320 7.5686 0.007 0.047 0.031
H 6.0385 -0.2632 5.1429 -0.038 0.000 -0.013
H 5.3300 -0.1393 6.7570 0.038 0.072 -0.040
H 4.7051 -2.3605 6.4714 -0.019 -0.015 -0.005